{"formula": "C9H11O3", "method": "ωB97M-V/def2-TZVPD", "symbols": ["C", "C", "O", "O", "H", "H", "H", "C", "C", "C", "C", "C", "C", "C", "O", "H", "H", "H", "H", "H", "H", "H", "H"], "xyz": [[2.178, -1.162, 3.269], [1.474, -1.449, 1.956], [0.325, -1.167, 1.582], [2.331, -1.665, 1.064], [2.712, -0.199, 2.927], [2.876, -1.976, 3.258], [1.720, -1.023, 4.321], [-3.204, 1.332, -0.966], [-0.104, -0.432, -2.261], [0.809, 0.004, -1.295], [-1.457, -0.049, -2.102], [-1.764, 0.753, -1.065], [0.482, 0.869, -0.332], [-0.838, 1.218, -0.144], [2.068, -0.117, -1.638], [0.269, -1.065, -3.075], [-2.133, -0.438, -2.841], [1.335, 1.169, 0.269], [2.477, -0.783, -1.137], [-3.373, 2.121, -0.246], [-3.794, 0.463, -0.539], [-0.877, 1.786, 0.876], [-3.511, 1.810, -1.881]], "forces_ev_per_angstrom": [[0.0528, 1.5195, 1.0313], [-0.6592, 1.6920, -2.8337], [-1.5873, -0.2923, 2.2076], [1.8098, -1.1682, -0.4068], [-0.4976, -1.4020, 1.1216], [0.8350, -0.1231, 0.6442], [0.1492, -0.2385, -1.9094], [0.3084, -1.8372, 1.2665], [-0.9934, -0.0823, 0.9796], [-1.9500, -0.0839, -3.3822], [2.7097, -1.6233, -1.3732], [-2.8790, 3.1463, 1.8923], [-0.2925, 0.3692, 1.5722], [1.8522, 0.6358, 2.1470], [2.8300, 0.3528, -1.6762], [-0.3076, 0.3129, 0.3063], [-0.6788, 0.2888, -0.0275], [-0.4301, 0.2753, 0.3450], [1.0619, -1.6021, 1.6946], [0.6957, 0.1724, 0.5484], [-0.1898, 1.0582, -1.1873], [-1.3313, -0.7248, -2.2919], [-0.5082, -0.6453, -0.6684]], "max_force_ev_per_a": 4.7, "gap_ha": 0.2682, "charge": -1, "lumo_ha": 0.12941, "de_lowest_kcal_mol": 63.2}

---

{"formula": "C9H11O3", "method": "ωB97M-V/def2-TZVPD", "symbols": ["C", "C", "C", "C", "C", "C", "C", "O", "H", "H", "H", "H", "H", "H", "H", "H", "C", "C", "O", "O", "H", "H", "H"], "xyz": [[-0.944, -3.183, 1.790], [0.051, -0.166, -0.316], [-0.519, -0.961, 0.671], [0.860, -0.762, -1.258], [-0.307, -2.322, 0.740], [1.081, -2.137, -1.250], [0.485, -2.891, -0.257], [1.480, -0.058, -2.259], [-0.259, 0.866, -0.428], [-1.159, -0.524, 1.434], [1.181, 0.867, -2.227], [1.390, -2.599, -2.179], [-1.044, -2.714, 2.775], [-0.351, -4.073, 1.935], [0.627, -3.968, -0.268], [-1.948, -3.507, 1.521], [0.519, 4.300, -0.134], [-0.924, 3.678, 0.029], [-1.575, 3.825, 1.022], [-1.089, 3.009, -1.051], [1.028, 4.022, -1.051], [1.009, 3.924, 0.772], [0.407, 5.372, -0.011]], "forces_ev_per_angstrom": [[-0.1525, 0.0203, 0.4034], [-0.3785, -0.1206, 0.1061], [-0.3110, 0.2386, 0.5067], [0.5631, -0.0300, -0.4406], [0.3248, -0.0739, -0.1094], [-1.1358, 0.1756, -0.3164], [0.1133, -0.3914, 0.1025], [-0.3841, 0.5299, 0.0047], [0.2849, 0.0498, 0.1606], [0.0308, 0.1714, -0.2125], [0.1372, -0.4699, -0.0291], [0.7753, -0.0331, 0.2746], [0.1603, 0.2024, -0.2602], [0.1585, -0.3819, 0.0620], [-0.0792, 0.0398, -0.0239], [-0.1056, -0.0090, -0.2114], [-0.1749, -0.2453, 0.6198], [0.3977, 0.1868, 0.3270], [-0.1453, 0.0134, -0.1454], [-0.1714, -0.0079, -0.2566], [0.0851, 0.0971, 0.1002], [0.1442, -0.0884, -0.3881], [-0.1372, 0.1264, -0.2740]], "multiplicity": 2, "max_force_ev_per_a": 1.2, "gap_ha": [0.3273, 0.1859], "charge": 0, "lumo_ha": [0.01939, -0.12207], "de_lowest_kcal_mol": 27.2}

---

{"formula": "C9H11P", "method": "ωB97M-V/def2-TZVPD", "symbols": ["C", "C", "C", "C", "C", "C", "C", "C", "C", "P", "H", "H", "H", "H", "H", "H", "H", "H", "H", "H", "H"], "xyz": [[2.772, 0.199, -0.342], [2.468, -0.441, 0.874], [1.760, 0.341, -1.266], [1.182, -0.867, 1.015], [0.500, -0.162, -1.160], [0.173, -0.832, 0.012], [-1.848, 2.364, -0.048], [-1.412, 1.613, 0.921], [-1.075, -1.310, 0.436], [-2.573, -1.304, -0.560], [3.649, 0.778, -0.603], [3.167, -0.619, 1.576], [2.027, 0.790, -2.163], [0.852, -1.252, 1.899], [-0.134, -0.153, -2.046], [-1.613, 3.398, -0.003], [-2.179, 1.969, -1.060], [-0.686, 1.709, 1.797], [-1.293, -1.810, 1.435], [-3.517, -1.844, 0.242], [-2.223, -2.564, -0.954]], "forces_ev_per_angstrom": [[-0.3905, 0.5616, 0.5358], [-1.5249, 0.9815, -3.2673], [0.3163, -0.3874, 0.0474], [0.1285, 0.1455, -1.6098], [-0.4807, -0.8680, -0.8396], [0.4596, 0.3782, 1.6370], [0.3098, -1.1905, -1.3106], [1.2428, -0.4677, 1.1941], [-1.9629, -0.3380, 1.5625], [0.9332, 1.2768, -1.6375], [0.5079, -0.5768, 0.5157], [2.1675, -0.3152, 2.4528], [0.3385, 0.9877, -1.5928], [-0.5059, -1.2177, 2.4580], [-0.1930, 0.2057, 0.4182], [-0.0151, 1.1403, -0.0966], [-0.1184, 0.3612, 1.5313], [-1.5310, -0.0190, -1.2025], [1.1786, 0.8777, -1.1845], [-0.7802, -0.3350, 1.4659], [-0.0803, -1.2011, -1.0773]], "max_force_ev_per_a": 3.7, "gap_ha": [0.2877, 0.2748], "charge": 0, "lumo_ha": [-0.01836, 0.01076], "de_lowest_kcal_mol": 95.9}

---

{"formula": "C9H11P3", "method": "ωB97M-V/def2-TZVPD", "symbols": ["C", "C", "C", "C", "C", "C", "C", "C", "C", "P", "P", "P", "H", "H", "H", "H", "H", "H", "H", "H", "H", "H", "H"], "xyz": [[-3.407, 0.234, -1.028], [-2.692, 1.352, -0.572], [-3.207, -1.002, -0.474], [-1.657, 1.137, 0.373], [-2.162, -1.154, 0.386], [-1.315, -0.160, 0.773], [5.078, -0.415, -0.950], [2.728, 0.458, 0.713], [1.512, -0.073, 0.062], [4.347, 0.927, -0.418], [1.437, -1.845, -0.464], [0.314, -0.404, 1.619], [-4.206, 0.342, -1.702], [-2.769, 2.328, -1.049], [-3.973, -1.820, -0.538], [-1.254, 1.940, 0.994], [-1.785, -2.244, 0.641], [5.891, -0.461, -1.670], [2.598, 1.363, 1.269], [3.107, -0.199, 1.456], [0.845, 0.459, -0.612], [0.297, -1.580, -1.084], [0.273, 0.818, 2.272]], "forces_ev_per_angstrom": [[0.1464, 1.0138, 0.6478], [1.5020, -0.7282, 0.1538], [-1.7035, -0.8355, 0.4179], [-1.2442, 0.4388, 0.1998], [2.4190, -4.4275, 0.7109], [0.4816, 1.4408, 0.0387], [-0.3550, 0.7140, -0.1466], [1.8948, 0.7844, -1.3551], [-1.9801, -1.0911, 1.3476], [-1.1515, -0.4998, 0.5995], [2.5045, -0.1968, 0.8264], [-0.3839, -1.0870, -0.6790], [-0.8203, 0.3626, -0.9197], [-0.4670, -0.1426, 0.3856], [1.0789, 0.7839, -0.5601], [0.3188, 0.2165, -0.9258], [-1.2220, 2.0950, -0.1898], [0.0233, -0.4456, 0.2004], [-0.4394, 0.8769, -0.0063], [0.4346, -1.1115, 0.5099], [0.8149, 0.8360, -0.0413], [-2.1164, 0.1081, -1.2503], [0.2643, 0.8949, 0.0357]], "max_force_ev_per_a": 5.1, "gap_ha": [0.2490, 0.2680], "charge": 0, "lumo_ha": [-0.03918, -0.03417]}

---

{"formula": "C9H11PS", "method": "ωB97M-V/def2-TZVPD", "symbols": ["C", "C", "C", "C", "C", "C", "C", "C", "C", "P", "S", "H", "H", "H", "H", "H", "H", "H", "H", "H", "H", "H"], "xyz": [[-2.355, -0.308, 0.539], [-1.729, 0.865, 0.663], [0.573, 1.968, 0.967], [-0.426, -1.713, 0.357], [1.647, 1.659, 0.276], [0.418, -0.688, 0.326], [-1.757, -1.566, 1.022], [-0.405, 0.859, 1.236], [2.694, 0.101, -1.888], [2.017, -0.046, -0.109], [3.267, -0.740, 1.182], [-3.346, -0.293, 0.255], [-2.138, 1.840, 0.425], [0.327, 2.955, 1.288], [-0.176, -2.719, 0.180], [2.541, 2.278, -0.120], [-1.630, -1.400, 2.068], [-2.370, -2.399, 0.662], [-0.201, 0.511, 2.197], [2.087, -0.241, -2.689], [3.066, 1.118, -2.003], [3.542, -0.553, -1.950]], "forces_ev_per_angstrom": [[0.2971, 1.6068, 0.8456], [-0.4004, -0.1517, 0.5171], [-0.7408, -0.6294, -0.7148], [1.6724, 1.1230, 1.0055], [2.5551, 0.9391, -1.5689], [-2.3519, 2.1320, 0.7092], [-0.3975, 0.3865, -1.9687], [3.3010, -1.8568, -3.2396], [-0.0162, -0.4679, 1.5776], [0.0104, 0.0980, -0.3619], [0.9393, -0.3888, 0.1970], [-1.9924, -0.1666, -0.9255], [-0.3194, -0.2220, -0.3302], [-0.0208, 0.6903, 0.2571], [0.6071, -1.0168, -0.9630], [-1.8255, -0.2747, 1.2274], [0.0061, -0.8417, 1.0710], [-0.0554, -0.0144, 0.9820], [-0.4693, -0.8378, 1.9537], [-1.0967, 0.2101, -0.5451], [-0.3180, 0.0333, -0.1035], [0.6159, -0.3505, 0.3778]], "max_force_ev_per_a": 5.0, "gap_ha": 0.3221, "charge": 0, "lumo_ha": 0.02525, "de_lowest_kcal_mol": 71.2}

---

{"formula": "C9H12BClF6N3O6S", "method": "ωB97M-V/def2-TZVPD", "symbols": ["C", "O", "B", "O", "N", "C", "N", "Cl", "C", "C", "C", "F", "O", "C", "C", "C", "O", "F", "N", "C", "F", "F", "F", "S", "O", "O", "F", "H", "H", "H", "H", "H", "H", "H", "H", "H", "H", "H", "H"], "xyz": [[2.524, 1.008, 1.678], [2.987, 1.297, 0.327], [2.033, 1.620, -0.569], [1.701, 2.848, -0.953], [1.301, 0.418, -1.254], [0.069, 0.101, -1.009], [-0.540, -1.035, -1.548], [-1.295, -0.571, -3.041], [-1.502, -1.712, -0.647], [-0.898, -2.813, 0.245], [0.362, -3.484, -0.258], [-1.912, -3.768, 0.308], [-2.258, -0.813, 0.143], [-1.460, 0.128, 0.789], [-2.307, 0.941, 1.746], [-1.445, 1.826, 2.587], [-0.457, 1.488, 3.123], [-1.890, 3.058, 2.691], [-0.644, 0.952, -0.144], [-1.367, 2.020, -0.839], [-1.360, 3.105, -0.071], [-2.629, 1.691, -1.095], [-0.754, 2.297, -1.989], [2.320, -0.439, -2.378], [1.625, -0.488, -3.595], [3.559, 0.212, -2.236], [2.381, -1.790, -1.694], [1.615, 1.560, 1.895], [3.303, 1.295, 2.370], [2.335, -0.059, 1.770], [2.145, 3.512, -0.408], [-2.214, -2.216, -1.290], [-0.750, -2.477, 1.270], [0.349, -4.509, 0.098], [1.226, -3.022, 0.217], [0.464, -3.468, -1.335], [-0.735, -0.401, 1.415], [-3.118, 1.466, 1.255], [-2.764, 0.223, 2.427]], "forces_ev_per_angstrom": [[0.1310, -0.1656, -0.2975], [-0.6180, -0.0646, 0.3461], [0.9308, 0.2222, 0.5216], [-0.3408, -0.1777, -0.1295], [-0.3673, -0.3418, -0.1783], [-0.0470, 0.5620, -0.1941], [0.2922, -0.3080, 0.4348], [-0.0394, 0.0421, -0.0435], [-0.2136, -0.0677, 0.4613], [0.2218, -0.5693, -0.2712], [-0.0346, 0.1004, 0.3983], [-0.0397, 0.2021, 0.0446], [-0.1288, 0.4739, -0.6721], [0.1266, -0.5167, 0.8706], [-0.4577, -0.0750, -0.2596], [-0.3770, -0.0480, -0.3215], [1.1200, -0.3816, 0.4782], [-0.4294, 0.6450, 0.0807], [-0.3780, -0.3928, -0.3254], [0.3474, 0.4268, -0.1185], [-0.1022, -0.1959, -0.0994], [0.1236, 0.0469, 0.0279], [-0.1960, -0.0401, 0.2064], [0.3275, 1.5532, -0.8621], [-0.1171, -0.6462, 0.1180], [-0.0098, -0.2217, 0.2239], [-0.1112, -0.4615, 0.1584], [-0.0798, 0.1019, 0.1397], [0.1355, 0.0514, 0.0166], [-0.0081, -0.1214, 0.0520], [0.0862, 0.1374, -0.1834], [-0.0268, -0.0403, -0.1393], [-0.0849, 0.1881, 0.0470], [-0.0437, -0.1488, -0.0445], [0.1590, 0.1324, -0.1877], [-0.0259, -0.0676, -0.1436], [0.3161, 0.1297, -0.0918], [0.0248, 0.1502, -0.0780], [-0.0661, -0.1134, 0.0152]], "max_force_ev_per_a": 1.8, "gap_ha": 0.3194, "charge": 1, "smiles": "COB(O)N(C1=[N+](C(F)(F)F)[C@@H](CC(=O)F)O[C@H]([C@H](C)F)N1Cl)S(=O)(=O)F", "lumo_ha": -0.21748}

---

Repeat the third record exactly.
{"formula": "C9H11P", "method": "ωB97M-V/def2-TZVPD", "symbols": ["C", "C", "C", "C", "C", "C", "C", "C", "C", "P", "H", "H", "H", "H", "H", "H", "H", "H", "H", "H", "H"], "xyz": [[2.772, 0.199, -0.342], [2.468, -0.441, 0.874], [1.760, 0.341, -1.266], [1.182, -0.867, 1.015], [0.500, -0.162, -1.160], [0.173, -0.832, 0.012], [-1.848, 2.364, -0.048], [-1.412, 1.613, 0.921], [-1.075, -1.310, 0.436], [-2.573, -1.304, -0.560], [3.649, 0.778, -0.603], [3.167, -0.619, 1.576], [2.027, 0.790, -2.163], [0.852, -1.252, 1.899], [-0.134, -0.153, -2.046], [-1.613, 3.398, -0.003], [-2.179, 1.969, -1.060], [-0.686, 1.709, 1.797], [-1.293, -1.810, 1.435], [-3.517, -1.844, 0.242], [-2.223, -2.564, -0.954]], "forces_ev_per_angstrom": [[-0.3905, 0.5616, 0.5358], [-1.5249, 0.9815, -3.2673], [0.3163, -0.3874, 0.0474], [0.1285, 0.1455, -1.6098], [-0.4807, -0.8680, -0.8396], [0.4596, 0.3782, 1.6370], [0.3098, -1.1905, -1.3106], [1.2428, -0.4677, 1.1941], [-1.9629, -0.3380, 1.5625], [0.9332, 1.2768, -1.6375], [0.5079, -0.5768, 0.5157], [2.1675, -0.3152, 2.4528], [0.3385, 0.9877, -1.5928], [-0.5059, -1.2177, 2.4580], [-0.1930, 0.2057, 0.4182], [-0.0151, 1.1403, -0.0966], [-0.1184, 0.3612, 1.5313], [-1.5310, -0.0190, -1.2025], [1.1786, 0.8777, -1.1845], [-0.7802, -0.3350, 1.4659], [-0.0803, -1.2011, -1.0773]], "max_force_ev_per_a": 3.7, "gap_ha": [0.2877, 0.2748], "charge": 0, "lumo_ha": [-0.01836, 0.01076], "de_lowest_kcal_mol": 95.9}